Record 1
ORCA calculation (ωB97M-V/def2-TZVPD) on 13 unconnected molecules or ions with the total composition C29H39F8N5O34 in a non-equilibrium geometry.

Computed properties:
orbital gap: 9.3 eV

ORCA input file:
```
! wB97M-V def2-TZVPD RIJCOSX def2/J DEFGRID3
* xyz 0 1
O 5.2103 9.9766 30.1367
O 3.4378 0.6549 27.8672
H 4.3044 -3.7391 29.7820
O 7.3479 1.3910 24.3060
C 2.6865 0.3280 26.8900
C 3.7820 -3.0201 30.4131
O 8.1247 4.5397 27.0904
N 1.4381 3.0067 32.0273
C 7.8360 1.2518 30.2757
O 9.1115 7.3896 30.9716
H 1.0870 5.1884 25.3882
H 5.8935 1.1535 33.9577
H 5.8511 3.4732 25.6560
C 6.1710 3.3323 24.6236
C -1.8013 6.6248 30.0972
H 0.2704 0.9407 25.0158
O 9.3228 9.6001 30.2174
O 6.8197 1.1610 29.4281
H 7.0931 2.1538 27.6254
C 8.1728 6.6413 31.6068
C 7.5592 5.6644 26.5295
O 2.5108 3.5659 32.1796
H -1.3987 0.7869 27.4887
C -1.3819 1.2249 28.4867
C 5.5008 9.8660 28.8882
H 3.9473 2.4319 29.8190
F 1.5560 -2.7982 29.6996
H 2.4389 0.7598 24.2869
F 7.7361 7.8316 33.4922
O 0.4263 3.6628 32.0919
F -0.7062 7.9966 32.4960
O 7.5429 8.8835 31.4757
C 2.7916 -2.2087 29.5451
C 1.3575 1.5455 31.7119
O 9.5266 4.1836 28.8553
O 4.5637 9.2629 28.1838
O 8.3428 6.1059 28.5748
O 8.9452 0.9368 29.6355
H 3.2846 -3.6116 31.1818
C 8.7354 8.6724 30.8205
C 6.0405 2.9309 35.2801
C 7.4221 6.6497 27.6435
H 0.9758 5.8903 30.6519
H 5.3737 3.7042 23.9800
H 1.1634 7.6424 30.8621
C 0.4403 6.8348 30.7482
O 6.4584 10.5555 28.3716
N 4.8247 4.1531 28.9922
H 1.4036 0.9130 32.5984
H 2.9282 3.8546 29.8907
C 5.8126 3.8930 33.2641
H 7.5944 6.1357 30.8336
H 0.4412 1.4260 31.1339
H 6.9254 2.4068 35.6410
C -0.5000 6.7445 31.9723
H 2.1957 1.3707 31.0374
O 7.7623 1.6209 31.4552
H 6.5988 5.4952 26.0424
O 5.2202 1.1927 24.2894
O 2.8095 -0.9319 30.2319
O 4.3383 0.2397 31.5048
H 6.2109 7.5436 32.3455
H 2.0651 -0.9690 24.0758
H 7.6316 7.6900 27.3945
C 3.6824 8.6644 29.0556
H 6.4093 6.5944 28.0425
O 5.4223 3.8788 27.9912
H 8.5584 5.9468 32.3531
H 3.8678 7.5982 29.1865
C 5.3069 1.9669 34.3847
H 3.2324 10.1961 30.6132
H 0.9728 6.8967 26.0073
C 8.6822 0.5970 28.2508
C 3.6166 3.3018 29.2515
H -2.3840 1.4489 28.8522
C 8.7440 4.8769 28.2208
N 2.1309 5.6486 27.1487
O 1.9897 5.9474 28.2946
O 0.3290 2.7425 29.0487
O 3.0842 -0.4036 25.8567
C 7.2802 7.7271 32.2403
H 3.1407 -2.2132 28.5126
H -0.0246 6.1213 32.7298
H 5.5168 3.3092 36.1580
C 7.2938 1.2010 28.1152
O 6.5505 3.8976 34.3526
O 3.2311 5.3816 26.6684
C 3.9504 9.4140 30.3665
F 6.6949 0.2617 27.4379
H -0.0264 5.5101 26.6166
O -2.7793 6.6427 29.3730
O -1.7552 6.3632 31.4311
F -0.0006 -0.8144 25.7789
O 1.4170 0.7822 26.6749
F 8.3214 6.3745 25.6964
H 8.6596 -0.4596 27.9837
H 2.6770 8.8363 28.6714
H 9.3577 1.0653 27.5349
C 3.9204 -0.8154 30.9538
H 3.1407 3.1536 28.2822
H -0.8730 0.5736 29.1974
C 0.9489 5.8354 26.2546
C 0.8842 0.2013 25.5302
H 7.1795 3.7139 24.4647
F 4.2428 1.5948 35.0144
N 6.2452 1.8846 24.3928
O 4.9425 2.8510 33.3832
O 5.0821 5.1142 29.7613
O -0.5353 6.9126 29.6948
O 5.8569 4.7483 32.4016
C 2.2225 -0.1744 24.8052
O 4.5729 -1.9495 30.9792
N -0.5737 2.4787 28.2840
O -0.9535 3.2901 27.4167
F 3.9874 8.6033 31.3863
*
```

Löwdin population analysis, charges in e, atoms 1 to 2: atom 1 (O): 0.176, atom 2 (O): 0.102

Record 2
ORCA calculation (ωB97M-V/def2-TZVPD) on a molecular structure, C29H39FN2O10S in a non-equilibrium geometry.

Computed properties:
orbital gap: 8.4 eV

ORCA input file:
```
! wB97M-V def2-TZVPD RIJCOSX def2/J DEFGRID3
* xyz 0 1
C -1.8633 -2.7367 -1.9356
O 3.3209 2.5779 0.4299
O 2.2304 -4.3500 -2.2114
H 0.9508 3.9652 3.2291
H -3.6013 -1.6553 -1.1991
C -5.2998 0.2070 2.9748
H -0.2153 -1.9062 -3.0987
H 0.6567 -0.8836 2.4577
C -2.7265 -1.4883 -1.8230
O -0.5014 -0.9294 -1.2991
H -1.0712 0.2987 1.6885
C -5.1469 -0.3110 -5.4253
O 2.4804 2.7828 2.5033
H -1.3846 2.8800 2.9512
C 2.7809 5.0903 2.8362
H 2.2651 6.0258 3.0461
C -3.8127 2.0339 2.5587
O 5.7963 -0.7340 0.2384
C -2.9313 -0.0016 3.6863
H 0.2941 -2.8133 -1.6630
H -3.0206 -1.1089 -2.8014
C -0.4267 0.9753 2.2678
C -0.4696 -2.1517 -2.0647
H -5.5022 1.2232 -3.9589
C 6.2791 -0.2656 -0.9445
H 2.0686 5.1271 0.7761
C -4.2525 -0.5745 3.6091
C 6.2857 1.2487 -0.9401
C 6.1631 1.5713 0.5388
H -7.3473 0.0737 -2.9898
C -2.7586 1.2520 3.1728
N -4.5472 -1.7825 4.0896
H -5.8725 2.0843 1.9772
C -1.7803 -0.5001 -1.1771
C -6.0787 0.6292 -4.6711
H 3.6541 -4.2215 0.6379
H -1.9371 -3.3180 -1.0142
C -5.0759 1.5172 2.4617
H -7.8269 -0.6699 -4.5268
H 3.7672 5.1390 3.3022
C 2.3535 -4.8617 -0.9591
H 5.6289 0.1601 2.1054
H 4.3142 0.5047 0.9669
O -2.0791 0.5385 -0.6557
O 1.4933 -5.4977 -0.4227
H 5.6753 2.5202 0.7414
O -6.1479 -1.4828 -3.6456
H 4.3575 -5.4256 -0.4838
H -0.9871 1.7904 4.2925
H 7.1574 1.5998 0.9920
H 7.2087 1.6338 -1.3664
H -3.6073 3.0308 2.1641
C -1.3134 1.8162 3.2428
C -6.9764 -0.3420 -3.9245
H -2.0939 -0.5520 4.1229
H 5.4236 1.6063 -1.5058
C 5.3916 0.3764 1.0646
F 0.4256 -0.1372 4.3111
C 0.6555 0.1029 2.9540
C 3.7239 -4.5411 -0.3987
N -6.4339 -0.5210 2.9810
C 2.9631 3.2742 1.3365
C 4.1899 -3.4147 -1.3123
S -6.1494 -1.9219 3.7220
C 2.0333 3.8672 3.3383
H 1.6367 0.5684 2.7727
H 3.8493 5.1997 0.9414
C -5.1086 -1.5205 -4.5146
H -6.6278 1.3164 -5.3130
H -4.1540 0.1139 -5.5502
O -4.3140 -2.4149 -4.5508
O 6.6087 -0.9671 -1.8587
H -2.1361 -3.3873 -2.7646
H 3.8407 -2.4570 -0.9219
C 3.4692 -3.7343 -2.6087
H 2.2631 3.6428 4.3778
H -0.0034 1.6756 1.5268
H -5.5591 -0.6089 -6.3907
C 2.9311 4.7868 1.3517
H 3.2598 -2.8412 -3.1946
H 4.0242 -4.4409 -3.2303
H 5.2706 -3.3553 -1.4228
*
```

Löwdin population analysis, charges in e, atoms 1 to 2: atom 1 (C): -0.140, atom 2 (O): 0.110

Record 3
ORCA calculation (ωB97M-V/def2-TZVPD) on a molecular structure, C29H39GeN5O6RuS5Se in a non-equilibrium geometry.

Computed properties:
orbital gap (spin up / spin down): 4.1 / 5.2 eV

ORCA input file:
```
! wB97M-V def2-TZVPD RIJCOSX def2/J DEFGRID3
* xyz -1 6
S 1.8656 -1.2807 -1.3134
C -4.4821 3.8459 -2.7244
H 5.1958 -0.6254 1.4303
H -3.7120 1.8374 -2.7960
O 3.6345 -1.5427 -6.4018
O 2.6460 0.0929 5.5136
C -4.2153 5.1252 -2.2817
H -4.9171 5.9331 -2.4507
H -3.3274 -2.6414 -4.2498
H -4.6441 -1.5555 5.3465
N 2.8958 0.2778 2.6968
H -2.5040 -4.6954 -0.7919
H -1.5925 -2.2657 -4.2784
C -2.5491 -2.0006 -3.8222
H 3.1321 -2.2694 1.0403
H -2.9202 -2.7718 4.0542
C -3.1713 -1.7499 3.7983
H -5.1755 0.7962 4.7641
Se -2.0493 1.1579 0.9471
O 0.9329 2.3087 -1.1073
Ge -2.5666 -2.3669 -1.8880
C 1.7480 -0.1004 3.3915
H -2.7917 6.3381 -1.2202
C -4.1356 -1.0683 4.5233
H -1.7453 -1.6695 2.2067
H -2.7718 -0.9654 -4.0771
C -4.4320 0.2494 4.1962
H -1.8867 -1.6476 0.3526
N -2.4046 3.0721 -1.8228
H -5.0977 -2.6433 -1.8874
H -4.5344 -2.2527 -0.2498
N 1.2334 0.2905 1.2266
H 6.1812 -0.7107 2.9114
C 3.5033 1.0379 0.3823
H 4.1824 1.7582 0.8472
H 1.4764 3.1509 -3.8320
C -2.1569 4.2946 -1.3761
H -4.7019 -0.9673 -1.4526
S 3.3844 -1.8295 -3.7930
C 2.5304 0.5113 1.3888
H -1.3168 -4.6057 -2.1074
O 3.6766 -2.5664 3.7980
C 0.9996 3.3340 -1.7762
N 0.2919 4.4660 -1.5220
C -2.5100 -1.1286 2.7453
H 2.7725 -4.5138 2.1136
H 4.1014 0.2462 -0.0821
C -1.3295 -1.6069 -0.5768
C -0.8634 4.5150 -0.6256
H -0.2926 -0.3427 2.6306
H -3.0399 -4.8051 -2.4803
H 0.3364 5.1960 -2.2115
S 1.4804 -0.3339 -5.4842
C 2.9744 -1.2903 -5.4297
H 2.3694 4.4600 -3.0152
H 4.3620 -5.0510 1.5472
H -4.0036 1.8997 2.8820
C 4.2684 0.2797 3.1905
H -0.7183 3.7524 0.1333
H 3.0681 -4.7207 0.3762
H 2.8069 2.7518 -2.7427
Ru -0.3836 0.2903 -0.6983
C 0.7383 -0.1109 2.4561
C 1.9848 3.4449 -2.9097
O 0.5058 -0.6748 5.1936
C 3.9656 -2.9487 1.2248
C 2.0164 -1.1023 -2.9660
H 4.2031 0.1042 4.2609
C -4.4138 -2.0127 -1.3102
C -3.0328 5.3511 -1.5976
H 4.7441 -2.8054 0.4719
C 3.5133 -4.4031 1.3204
C -3.7778 0.8726 3.1444
O 5.9135 -3.2294 2.9493
C 1.1180 -0.3965 -3.7704
C 5.1672 -0.7572 2.5140
S -0.2680 0.3795 -3.2295
S 4.6866 -2.4752 2.7831
C -2.8164 0.1854 2.4068
H 4.7031 1.2666 3.0217
H -0.4838 -2.2856 -0.4955
C -2.3279 -4.3213 -1.8039
H 2.9485 1.5297 -0.4039
H -0.8970 5.4904 -0.1458
C -3.5432 2.8584 -2.4742
H -5.3976 3.6082 -3.2515
N 1.6424 -0.2521 4.7452
*
```

Löwdin population analysis, charges in e, atoms 1 to 2: atom 1 (S): 0.700, atom 2 (C): -0.065

Record 4
ORCA calculation (ωB97M-V/def2-TZVPD) on 6 unconnected molecules or ions with the total composition C29H39N6O.

Computed properties:
orbital gap: 5.2 eV

ORCA input file:
```
! wB97M-V def2-TZVPD RIJCOSX def2/J DEFGRID3
* xyz 1 1
C 3.3826 -1.7814 3.6396
H 5.8772 -6.0646 -5.0369
H -1.8778 1.2010 -1.7091
C -1.2592 10.5164 -0.3512
C 3.8538 -3.9664 3.3983
C 0.4132 -3.0614 -3.0220
H -0.0190 1.0840 -0.3884
H -1.2649 6.0524 4.0521
H 2.2758 -3.5007 -3.9127
H -6.9185 -0.9328 2.1955
H 0.0206 6.4621 1.6997
N -4.0444 0.6787 1.7393
H 3.9572 -5.0214 3.5878
N 3.9422 -1.9907 2.4079
C -1.1930 4.7861 1.0159
N -0.9991 9.6537 -1.3795
C 6.5309 -7.6339 -3.5785
H 1.5639 -0.7016 -0.3165
C 5.9892 -7.9954 -2.3745
H -1.5187 -3.5783 -2.1432
C -1.9223 9.8203 0.6233
C 1.0104 -1.1807 0.4839
H 4.1184 -1.2782 1.7249
C -0.8298 0.5560 0.1023
C -5.0357 0.0154 2.3806
H -2.6391 3.2632 1.2450
C -1.3957 5.4963 3.1394
H -0.9507 11.5464 -0.4000
C -5.2054 0.5407 -0.3129
C -0.5875 -3.8910 -2.5871
H 1.3200 -0.8413 1.4647
N 4.8967 -7.2036 -2.1499
H -0.7488 -1.4792 -0.6345
H 4.3042 -7.2518 -1.3424
N 1.4174 -3.8422 -3.5207
H -1.3828 7.5909 -1.7623
C -6.2178 -0.1427 0.3188
N -2.1311 4.0213 1.6598
C -2.0683 8.4829 0.1644
H -4.9004 -0.1425 3.4346
C -2.0881 0.7469 -0.7497
C 5.7328 -6.5820 -4.1033
C 1.0728 -5.1612 -3.4074
O -3.0793 1.6353 -0.0898
H 1.1490 -2.2515 0.3986
C 3.3128 -2.9900 4.2786
C -4.1012 0.9429 0.4240
H 3.0871 -0.7952 3.9550
H 4.6858 -3.6861 1.3485
H -0.9705 1.0179 1.0744
H -2.9591 3.9867 3.6319
H 3.9272 -5.6290 -3.2086
H -1.0543 -1.3666 1.0704
H -5.2081 0.7962 -1.3578
C -6.1338 -0.4093 1.6797
H -7.0662 -0.4563 -0.2650
C 4.2340 -3.3186 2.2539
H -0.7133 -6.1285 -2.6150
H -0.9495 4.6122 -0.0186
C -0.4796 -0.9215 0.2607
H 0.4962 -1.9875 -3.0194
H 1.7344 -5.9385 -3.7482
C 4.7337 -6.3399 -3.1991
H -3.2223 0.9940 2.2429
H -2.2649 10.2236 1.5613
C -2.2610 4.4526 2.9558
H 7.4014 -8.0743 -4.0340
C -0.1678 -5.2264 -2.8337
H 6.2868 -8.7444 -1.6613
C -1.4893 8.4125 -1.0748
H -2.5477 -0.2179 -0.9388
C -0.7206 5.7097 1.9074
H -2.5418 7.6686 0.6857
H 2.9251 -3.1564 5.2694
H -0.5246 9.8957 -2.2291
*
```

Löwdin population analysis, charges in e, atoms 1 to 2: atom 1 (C): -0.156, atom 2 (H): 0.090

Record 5
ORCA calculation (ωB97M-V/def2-TZVPD) on a molecular structure, C29H39N7O4SScSi in a non-equilibrium geometry.

Computed properties:
orbital gap: 7.3 eV

ORCA input file:
```
! wB97M-V def2-TZVPD RIJCOSX def2/J DEFGRID3
* xyz 1 1
C -1.2505 4.7595 1.1714
H -0.3199 -3.8401 -0.6188
C -4.2558 0.1392 -1.9658
H -1.9774 -3.3751 -0.9874
H -0.6068 3.1977 -0.1366
H 2.5760 -1.2186 2.0068
C 4.0119 -3.3974 -6.1511
H -2.3520 -1.0452 4.4176
S 2.3830 -2.0425 -2.2415
H 0.2654 -1.8267 -1.3453
H 0.3537 2.1827 4.6777
H -4.1803 0.3694 -5.3315
H -2.7388 -1.0692 2.6843
C -2.2149 1.1497 -2.6924
C -1.0853 -3.0853 -0.4242
H 1.6557 -4.3154 -3.8814
H 0.5029 -4.3853 1.8540
O 4.0800 4.9645 1.4111
H -4.8974 -0.2161 -1.1719
C 2.4381 -3.7536 -4.3672
H -2.4112 -2.5392 1.1641
C 4.4120 -2.2436 -5.5498
H 2.7564 -3.4374 1.3287
C -3.8592 0.4690 -4.3056
C -1.3479 3.5076 0.5902
C 3.5464 4.1599 0.6857
H -2.1289 6.1540 2.5417
C 1.7267 2.1505 3.0552
C -3.0260 0.7145 -1.6440
N -0.4786 -2.4959 1.9506
H 5.1754 -1.6048 -5.9661
H -4.1654 2.4353 2.0914
Si -2.5041 0.8531 0.2060
C 1.6284 1.5947 -0.4932
C 1.8836 2.0804 0.9019
H -2.0016 1.3958 -4.8098
C -3.3405 3.0849 1.8350
H -3.8304 0.4485 0.8519
N -1.0754 0.1007 3.1292
C 2.9908 -4.1609 -5.5443
H -1.6768 -4.1431 1.3578
H 2.0188 2.5529 5.1163
H 4.4596 -3.7143 -7.0761
H 2.6590 -5.0705 -6.0201
H -4.0060 4.6632 3.1187
H -0.2642 -2.2314 4.0231
C -4.6733 0.0216 -3.2787
C 2.6607 3.1370 1.3219
C -2.3950 2.6453 0.9104
O 2.2313 2.1350 -1.4225
H -1.6656 -3.2080 3.5738
H 1.5589 0.8863 4.7793
H 3.0076 3.8515 3.2478
H 1.5852 -3.1143 0.0439
O 0.7940 0.6526 -0.6027
C -3.2541 4.3365 2.4153
H 3.1629 3.3675 -1.0504
C -1.4818 -3.1029 1.0594
H -1.6607 0.9366 3.1077
C 2.8960 -2.5741 -3.7300
H 4.1512 -0.9886 -3.9447
H 1.1377 -3.2568 3.0494
C -1.9203 -1.0669 3.4063
N 2.0173 -1.4289 1.1769
H -0.4348 5.4186 0.9091
N 3.8576 -1.8548 -4.3837
N 1.3097 1.4707 1.9968
C 1.8401 -2.8823 1.0771
C -1.0688 -2.3297 3.2887
N -0.6091 -1.7566 -0.8139
C -2.2019 5.1765 2.0899
O 3.7017 4.1044 -0.6088
H -1.2687 -1.3223 -1.4596
N 2.5369 3.1566 2.6824
H -5.6375 -0.4091 -3.5029
H -1.2432 1.5742 -2.4764
H 2.5678 -1.1270 0.3699
Sc -0.0970 -0.2094 0.8987
C -2.6314 1.0370 -4.0084
C 0.7350 -3.3299 2.0365
H -0.4293 0.2191 3.9092
C 1.3935 1.9213 4.4873
*
```

Löwdin population analysis, charges in e, atoms 1 to 2: atom 1 (C): -0.084, atom 2 (H): 0.113